DFT (ωB97M-V/def2-TZVPD) results for a structure of composition C3H4FN3S at a distorted geometry.

Computed properties:
E_HOMO	-8.8	eV
energy	-21192.44207	eV
E_LUMO	-0.23	eV
energy above the lowest of the compared OMol25 structures with the same formula, charge and spin	6.232	eV
HOMO-LUMO gap	8.569	eV

Last column: natural (NBO) charge in e.
CARTESIAN COORDINATES (ANGSTROEM)
C  -0.437  -1.517  0.411  0.02
C  -1.424  -0.719  -0.167  0.22
C  -0.706  0.531  -0.502  0.02
H  1.146  1.788  -1.269  0.37
H  1.655  2.128  0.871  0.36
H  1.004  -0.824  1.498  0.39
H  -0.544  -2.667  0.699  0.24
N  1.703  1.224  -0.041  -0.69
N  0.351  0.501  0.449  -0.15
N  0.651  -0.885  0.651  -0.36
F  -2.393  -1.301  -0.946  -0.31
S  -1.005  1.741  -1.655  -0.10



DFT (ωB97M-V/def2-TZVPD) results for a structure of composition C9H21Cl2O2P2Ru at a distorted geometry.

Computed properties:
E_HOMO (alpha / beta)	-13.8 / -17.5	eV
charge	+2
energy	-59953.33912	eV
E_LUMO (alpha / beta)	-6.73 / -11.03	eV
energy above the lowest of the compared OMol25 structures with the same formula, charge and spin	0.000	eV
HOMO-LUMO gap (alpha / beta)	7.061 / 6.471	eV
multiplicity	6

Last column: natural (NBO) charge in e.
CARTESIAN COORDINATES (ANGSTROEM)
C  0.841  -0.233  -5.108  -0.76
C  0.668  -0.319  -3.652  0.62
H  1.914  -0.045  -5.220  0.28
H  0.316  0.635  -5.497  0.27
H  0.574  -1.123  -5.702  0.30
O  1.549  -0.505  -2.852  -0.51
Cl  -1.071  -0.105  -3.113  0.03
Ru  -0.736  -0.020  -0.746  0.65
P  -0.321  2.267  -0.628  1.02
C  1.021  2.800  0.486  -0.94
C  0.126  2.999  -2.212  -0.94
H  0.457  4.025  -2.054  0.28
H  -1.709  4.161  -0.477  0.28
H  -0.776  2.979  -2.826  0.27
H  -2.640  2.644  -0.110  0.27
H  1.951  2.379  0.085  0.26
H  0.987  2.417  -2.586  0.26
C  -1.723  3.204  0.051  -0.94
H  1.118  3.896  0.524  0.28
H  -1.584  3.367  1.125  0.28
H  0.855  2.400  1.499  0.26
P  0.002  -2.165  -0.462  1.04
C  1.360  -2.477  0.693  -0.94
C  -1.316  -3.259  0.129  -0.95
H  -0.269  -2.836  -2.717  0.25
H  0.824  -3.986  -1.832  0.28
H  1.404  -2.330  -2.312  0.27
C  0.555  -2.940  -1.999  -0.93
H  -2.278  -2.840  -0.186  0.27
H  -1.085  -4.241  -0.313  0.28
H  1.386  -3.558  0.903  0.28
H  1.159  -1.916  1.613  0.25
H  -1.301  -3.301  1.230  0.27
H  2.279  -2.065  0.239  0.27
Cl  -3.142  -0.125  -1.052  -0.22
O  -0.698  0.151  2.276  -0.33
C  -0.695  0.065  1.108  0.39



DFT (ωB97M-V/def2-TZVPD) results for the ion C2H7N3P with charge +1 at a distorted geometry.

Computed properties:
E_HOMO (alpha / beta)	-14.2 / -13.9	eV
SMILES	NN1CC[PH]#[N+]1
charge	+1
energy	-15934.40827	eV
E_LUMO (alpha / beta)	-6.21 / -6.16	eV
energy above the lowest of the compared OMol25 structures with the same formula, charge and spin	6.610	eV
HOMO-LUMO gap (alpha / beta)	7.984 / 7.708	eV

Last column: natural (NBO) charge in e.
CARTESIAN COORDINATES (ANGSTROEM)
N  1.226  1.564  -1.014  -0.47
N  0.619  0.686  -0.273  0.10
C  0.025  -0.544  -0.727  -0.31
C  -0.807  -1.171  0.377  -0.69
P  -1.051  0.110  1.765  1.01
N  0.014  1.173  1.201  -0.54
H  0.863  1.780  -1.887  0.40
H  1.610  2.351  -0.484  0.43
H  0.951  -1.324  -0.919  0.28
H  -0.577  -0.505  -1.714  0.26
H  -1.920  -1.514  0.106  0.28
H  -0.355  -2.015  0.775  0.25
H  -0.598  -0.591  2.795  0.00



DFT (ωB97M-V/def2-TZVPD) results for the molecule C7H8 at a distorted geometry.

Computed properties:
E_HOMO (alpha / beta)	-8.5 / -7.6	eV
energy	-7382.62990	eV
E_LUMO (alpha / beta)	0.28 / -0.31	eV
energy above the lowest of the compared OMol25 structures with the same formula, charge and spin	6.117	eV
HOMO-LUMO gap (alpha / beta)	8.758 / 7.330	eV

Last column: natural (NBO) charge in e.
CARTESIAN COORDINATES (ANGSTROEM)
C  -0.780  1.132  1.610  -0.45
C  -0.635  -0.217  1.467  0.20
C  0.181  0.044  -1.138  -0.39
C  0.092  -1.338  -0.537  -0.42
C  0.766  1.197  -0.323  -0.56
C  -0.519  -1.359  0.826  -0.32
C  -0.130  1.804  0.603  0.17
H  -1.525  1.570  2.313  0.22
H  0.713  -0.203  -2.062  0.22
H  -0.904  0.415  -1.299  0.20
H  -0.527  -1.914  -1.177  0.22
H  1.188  -1.700  -0.525  0.20
H  1.814  1.033  0.143  0.23
H  1.033  1.907  -1.117  0.23
H  -0.769  -2.369  1.214  0.24



DFT (ωB97M-V/def2-TZVPD) results for a cluster of 3 separate species, C29H35FN2O3 in total at a distorted geometry.

Computed properties:
E_HOMO	-8.8	eV
SMILES	CCOCCc1ccc2c(c1)C(=O)c1c(ccc(CCF)c1C)C2=O.CCCC#N.CCCC#N
energy	-42477.72658	eV
E_LUMO	-0.25	eV
HOMO-LUMO gap	8.507	eV

Last column: natural (NBO) charge in e.
CARTESIAN COORDINATES (ANGSTROEM)
C  5.602  -3.325  0.784  -0.65
C  6.401  -2.629  1.955  -0.06
O  6.581  -1.219  1.806  -0.54
C  5.356  -0.518  1.583  -0.07
C  5.381  0.060  0.105  -0.46
C  4.234  1.087  -0.168  0.02
C  4.314  2.188  -1.111  -0.20
C  3.194  3.112  -1.376  -0.16
C  1.953  2.910  -0.656  -0.17
C  1.877  1.793  0.314  -0.02
C  2.969  0.884  0.585  -0.23
C  0.495  1.610  1.030  0.53
O  0.413  1.345  2.205  -0.52
C  -0.739  1.825  0.082  -0.05
C  -0.658  2.938  -0.893  -0.14
C  -1.725  3.206  -1.837  -0.21
C  -2.894  2.311  -1.780  -0.20
C  -2.990  1.195  -0.824  0.01
C  -4.267  0.276  -0.896  -0.47
C  -3.817  -1.198  -1.238  0.03
F  -2.526  -1.255  -1.859  -0.39
C  -1.893  0.931  0.152  0.02
C  -1.885  -0.231  1.200  -0.67
C  0.666  3.774  -0.863  0.57
O  0.683  4.977  -0.961  -0.51
H  4.518  -3.050  0.909  0.20
H  5.645  -4.443  0.892  0.22
H  5.972  -2.972  -0.208  0.22
H  5.988  -2.926  2.967  0.16
H  7.438  -3.077  1.932  0.19
H  5.326  0.394  2.253  0.19
H  4.432  -1.101  1.816  0.18
H  5.250  -0.772  -0.645  0.23
H  6.395  0.510  -0.072  0.23
H  5.256  2.336  -1.699  0.23
H  3.238  3.936  -2.119  0.23
H  2.799  0.067  1.315  0.23
H  -1.657  4.033  -2.585  0.24
H  -3.755  2.436  -2.472  0.22
H  -4.920  0.357  0.010  0.24
H  -4.885  0.654  -1.761  0.21
H  -3.807  -1.886  -0.360  0.22
H  -4.528  -1.597  -2.017  0.16
H  -1.623  0.137  2.221  0.25
H  -1.072  -0.948  0.897  0.23
H  -2.842  -0.809  1.241  0.25
C  -4.463  -0.749  5.106  -0.61
C  -5.877  -0.969  4.578  -0.38
C  -5.997  -2.216  3.697  -0.51
C  -5.107  -2.091  2.514  0.35
N  -4.416  -1.994  1.601  -0.40
H  -3.751  -0.583  4.295  0.22
H  -4.431  0.131  5.750  0.22
H  -4.124  -1.609  5.690  0.21
H  -6.185  -0.085  4.012  0.21
H  -6.562  -1.064  5.424  0.21
H  -7.026  -2.338  3.355  0.25
H  -5.719  -3.110  4.258  0.25
C  -0.444  -1.244  -4.340  -0.62
C  -0.416  0.200  -3.853  -0.38
C  0.778  0.991  -4.397  -0.51
C  2.051  0.364  -3.956  0.30
N  3.036  -0.122  -3.614  -0.35
H  0.433  -1.799  -4.000  0.21
H  -1.324  -1.757  -3.950  0.23
H  -0.478  -1.289  -5.432  0.20
H  -0.396  0.206  -2.759  0.22
H  -1.341  0.697  -4.159  0.21
H  0.745  2.020  -4.031  0.25
H  0.756  1.019  -5.489  0.24



DFT (ωB97M-V/def2-TZVPD) results for a cluster of 3 separate species, H5O3 in total at a distorted geometry.

Computed properties:
E_HOMO	-4.2	eV
charge	-1
energy	-6223.71792	eV
E_LUMO	4.99	eV
energy above the lowest of the compared OMol25 structures with the same formula, charge and spin	0.913	eV
HOMO-LUMO gap	9.207	eV

Last column: natural (NBO) charge in e.
CARTESIAN COORDINATES (ANGSTROEM)
O  -2.212  0.038  0.089  -1.08
H  -1.317  -0.557  0.150  0.52
O  1.759  1.180  -0.307  -1.03
H  1.124  0.278  -0.307  0.53
H  2.509  0.736  -0.197  0.43
O  0.161  -0.888  0.119  -1.23
H  -2.185  0.780  -0.405  0.44
H  0.161  -1.568  0.857  0.43